Density functional theory data (wB97M-V/def2-TZVPD) for C3H2F2N2 in the gas phase in a non-equilibrium geometry.

Last column: natural (NBO) charge in e.
Positions of all 9 atoms, in Å:
N  0.57900  0.06380  1.43311  -0.4536
N  -0.98450  -1.02863  0.24516  -0.5514
H  -0.61268  -1.46836  2.30284  0.2017
F  -0.74716  0.02803  -1.91254  -0.2897
C  -0.34374  -0.88069  1.43531  0.1700
C  -0.35949  -0.18984  -0.63925  0.3861
H  -1.71521  -1.74943  0.04589  0.4383
C  0.57196  0.49352  0.11660  0.3934
F  1.40871  1.46460  -0.26220  -0.2948

The calculation puts the total energy at -11557.75796 eV. Its molar mass is 104.1 Da. The value obtained for the highest occupied orbital energy is -9.01 eV. The value obtained for the energy above the lowest of the compared OMol25 structures with the same formula, charge and spin is 0.0 kJ/mol. The frontier orbital gap is 9.64 eV. The LUMO energy comes out at 0.64 eV. The calculation puts the largest force on an atom at 2.0 eV Å⁻¹. As for the net charge: 0. Its SMILES is Fc1nc[nH]c1F.

=====

Density functional theory data (wB97M-V/def2-TZVPD) for 2 unconnected molecules or ions with the total composition C3H2F2O in a non-equilibrium geometry.

Last column: natural (NBO) charge in e.
Positions of all 8 atoms, in Å:
C  2.02162  0.51202  -0.42882  0.3438
H  1.61043  1.19168  -1.03588  0.1218
C  -0.79628  -1.06836  -0.34311  0.3950
H  -1.98997  -0.21084  0.98149  0.1748
O  2.52841  0.60889  0.60159  -0.4375
F  -1.21119  -2.29121  -0.22385  -0.2903
F  -0.88072  1.27195  0.16641  -0.3196
C  -1.28231  -0.01412  0.28218  0.0121

The calculation puts the total energy at -10619.41695 eV. Its molar mass is 92.0 Da. The value obtained for the highest occupied orbital energy (spin up / spin down) is -8.05 / -10.37 eV. The value obtained for the energy above the lowest of the compared OMol25 structures with the same formula, charge and spin is 536.4 kJ/mol. The frontier orbital gap (spin up / spin down) is 6.77 / 10.78 eV. The LUMO energy (spin up / spin down) comes out at -1.27 / 0.41 eV. The calculation puts the largest force on an atom at 4.5 eV Å⁻¹. As for the net charge: 0.

=====

Density functional theory data (wB97M-V/def2-TZVPD) for C3H2F2O in the gas phase in a non-equilibrium geometry.

Last column: natural (NBO) charge in e.
Positions of all 8 atoms, in Å:
C  -0.59277  0.60124  1.01666  0.3204
F  0.82746  -1.25520  -1.87148  -0.3310
F  -1.29461  -0.84430  -0.58609  -0.2993
C  -0.24338  -0.12645  -0.10095  0.1965
C  0.84059  -0.19483  -0.86897  0.2525
O  -1.64316  0.57808  1.74099  -0.4652
H  0.28435  1.15743  1.37860  0.1270
H  1.82153  0.08403  -0.70877  0.1989

The calculation puts the total energy at -10623.19238 eV. Its molar mass is 92.0 Da. The value obtained for the highest occupied orbital energy is -10.90 eV. The value obtained for the energy above the lowest of the compared OMol25 structures with the same formula, charge and spin is 172.1 kJ/mol. The frontier orbital gap is 9.72 eV. The LUMO energy comes out at -1.17 eV. The calculation puts the largest force on an atom at 6.7 eV Å⁻¹. As for the net charge: 0. Its SMILES is O=C/C(F)=C/F.

=====

Density functional theory data (wB97M-V/def2-TZVPD) for C3H2F2O in the gas phase in a non-equilibrium geometry.

Last column: natural (NBO) charge in e.
Positions of all 8 atoms, in Å:
C  1.04814  -0.43226  0.24666  0.3013
F  -2.16413  -0.50941  -1.03573  -0.2913
C  -1.31966  0.14282  -0.27428  0.8226
C  2.16432  0.00065  0.33535  -0.3879
H  3.15055  0.24828  0.57478  0.2355
O  -0.12624  -0.92123  0.05008  -0.5294
F  -1.88110  0.45925  0.87353  -0.2969
H  -0.87189  1.01189  -0.77040  0.1460

The calculation puts the total energy at -10622.72514 eV. Its molar mass is 92.0 Da. The value obtained for the highest occupied orbital energy is -9.56 eV. The value obtained for the energy above the lowest of the compared OMol25 structures with the same formula, charge and spin is 217.2 kJ/mol. The frontier orbital gap is 10.47 eV. The LUMO energy comes out at 0.91 eV. The calculation puts the largest force on an atom at 3.5 eV Å⁻¹. As for the net charge: 0. Its SMILES is C#COC(F)F.

=====

Density functional theory data (wB97M-V/def2-TZVPD) for C3H2F2O in the gas phase in a non-equilibrium geometry.

Last column: natural (NBO) charge in e.
Positions of all 8 atoms, in Å:
C  1.85987  -0.68798  -0.11945  -0.1643
O  -0.53695  1.32863  -0.05773  -0.6732
C  -0.70480  -0.03240  -0.00828  0.8633
H  -1.41988  1.81865  -0.19108  0.4986
H  2.88283  -0.89056  0.15619  0.2441
F  -1.44892  -0.47692  1.18994  -0.3729
C  0.69186  -0.50478  0.05327  -0.1046
F  -1.32400  -0.55463  -1.02285  -0.2911

The calculation puts the total energy at -10623.41216 eV. Its molar mass is 92.0 Da. The value obtained for the highest occupied orbital energy is -11.15 eV. The value obtained for the energy above the lowest of the compared OMol25 structures with the same formula, charge and spin is 150.9 kJ/mol. The frontier orbital gap is 11.85 eV. The LUMO energy comes out at 0.70 eV. The calculation puts the largest force on an atom at 3.3 eV Å⁻¹. As for the net charge: 0. Its SMILES is C#CC(O)(F)F.

=====

Density functional theory data (wB97M-V/def2-TZVPD) for C3H2F2O in the gas phase in a non-equilibrium geometry.

Last column: natural (NBO) charge in e.
Positions of all 8 atoms, in Å:
C  -0.76575  -0.88261  0.06033  0.3464
F  2.06240  -0.66979  -0.04042  -0.3194
F  -0.83912  1.49828  -0.00730  -0.2905
C  1.28436  0.44798  0.03859  0.2075
H  -0.14410  -1.78636  0.14749  0.1414
C  -0.04196  0.40860  0.01557  0.1992
H  1.90766  1.37527  -0.02362  0.1919
O  -1.95412  -0.86114  -0.04766  -0.4765

The calculation puts the total energy at -10624.08726 eV. Its molar mass is 92.0 Da. The value obtained for the highest occupied orbital energy is -10.57 eV. The value obtained for the energy above the lowest of the compared OMol25 structures with the same formula, charge and spin is 85.8 kJ/mol. The frontier orbital gap is 10.53 eV. The LUMO energy comes out at -0.05 eV. The calculation puts the largest force on an atom at 2.1 eV Å⁻¹. As for the net charge: 0. Its SMILES is O=C/C(F)=C\F.

=====

Density functional theory data (wB97M-V/def2-TZVPD) for C3H2F3NO2 in the gas phase in a non-equilibrium geometry.

Last column: natural (NBO) charge in e.
Positions of all 11 atoms, in Å:
H  1.57481  -1.59882  -1.47843  0.5215
F  1.84707  0.61777  -0.01296  -0.3799
C  0.72335  -0.34061  -0.14345  0.8670
O  0.80326  -1.00433  -1.32014  -0.6865
F  0.82894  -1.16120  0.94302  -0.3104
H  0.02490  1.98702  0.71102  0.5048
F  -0.72022  1.25081  -1.24967  -0.3272
N  -2.54228  -1.19148  0.26783  -0.2268
C  -0.57289  0.46983  -0.04529  0.4590
C  -1.73179  -0.42749  0.12932  0.2103
O  -0.53148  1.20942  1.09652  -0.6317

The calculation puts the total energy at -16879.87139 eV. Its molar mass is 141.0 Da. The value obtained for the highest occupied orbital energy is -12.76 eV. The value obtained for the energy above the lowest of the compared OMol25 structures with the same formula, charge and spin is 43.9 kJ/mol. The frontier orbital gap is 13.16 eV. The LUMO energy comes out at 0.40 eV. The calculation puts the largest force on an atom at 4.0 eV Å⁻¹. As for the net charge: 0. Its SMILES is N#C[C@](O)(F)C(O)(F)F.

=====

Density functional theory data (wB97M-V/def2-TZVPD) for a molecular structure, C3H2FKO2 in a non-equilibrium geometry.

Last column: natural (NBO) charge in e.
Positions of all 9 atoms, in Å:
H  2.06341  -1.61125  0.49472  0.2003
C  0.34689  -1.23407  -2.04497  0.4169
O  0.33593  -0.06044  -1.45579  -0.5594
C  0.49721  -0.18832  0.01283  0.0224
O  1.00677  -2.06997  -1.28839  -0.5157
F  1.58682  0.72622  0.20803  -0.4379
H  0.46259  -2.30303  0.68245  0.1699
K  -2.35480  0.70194  1.07057  0.9146
C  1.04439  -1.58007  0.09753  -0.2112

The calculation puts the total energy at -26276.90489 eV. Its molar mass is 128.1 Da. The value obtained for the highest occupied orbital energy is -6.81 eV. The value obtained for the energy above the lowest of the compared OMol25 structures with the same formula, charge and spin is 109.0 kJ/mol. The frontier orbital gap is 5.54 eV. The LUMO energy comes out at -1.27 eV. The calculation puts the largest force on an atom at 1.8 eV Å⁻¹. As for the net charge: 0.